Record 1
3 unconnected molecules or ions with the total composition C4H12NOS2 at a distorted geometry, computed with ωB97M-V with the def2-TZVPD basis set.

XYZ file:
```
20
Properties=species:S:1:pos:R:3:nbo_charge:R:1
C -2.757 1.075 -0.386 -0.7218
C 2.511 0.079 -0.668 -0.7619
C -1.983 -0.077 0.106 0.3045
C 2.037 1.280 -0.060 0.4670
N -0.706 -0.024 0.234 -0.6275
O 0.911 1.781 -0.145 -0.6322
S -0.408 -3.066 -1.162 -0.3424
S 3.366 2.147 0.790 0.0271
H -2.137 1.786 -0.836 0.2496
H -3.425 1.358 0.498 0.2853
H -3.391 0.829 -1.323 0.2809
H 1.771 -0.468 -1.205 0.2444
H 3.224 -0.477 0.107 0.2760
H 3.167 0.465 -1.434 0.2885
H -2.600 -1.040 0.308 0.2375
H -0.300 -0.957 0.625 0.4547
H -0.238 0.837 0.088 0.4421
H -0.893 -4.329 -0.810 0.1981
H -1.558 -2.597 -1.791 0.1594
H 2.669 3.289 1.070 0.1706
```

Summary:
- E_HOMO: -13.41 eV
- E_LUMO: -4.00 eV
- Total charge: +1
- Spin multiplicity: 1
- Frontier orbital gap: 9.41 eV

Record 2
A molecular structure, C24H43N6OPb at a distorted geometry, computed with ωB97M-V with the def2-TZVPD basis set.

XYZ file:
```
75
Properties=species:S:1:pos:R:3:lowdin_charge:R:1
Pb 3.598 -2.313 -0.175 1.4557
O 1.789 -0.854 -0.447 -0.5713
H 0.974 -0.386 -0.628 -0.0835
C -1.845 -3.154 -2.952 -0.0794
C -0.666 -2.985 -2.015 -0.2717
C -0.566 -4.046 -0.933 -0.1498
C 0.692 -4.057 -0.155 -0.1599
N 1.640 -4.039 0.502 0.0774
H -2.828 -3.092 -2.480 0.0813
H -1.810 -4.136 -3.429 0.0880
H -1.824 -2.432 -3.766 0.0615
H -0.574 -1.990 -1.581 0.0717
H 0.211 -3.078 -2.662 0.1044
H -0.577 -5.057 -1.349 0.1367
H -1.425 -3.971 -0.266 0.1118
C 5.696 2.928 -0.166 -0.0897
C 4.600 1.999 -0.741 -0.2405
C 3.149 2.271 -0.317 -0.1887
C 2.920 2.127 1.124 -0.1962
N 2.734 1.985 2.251 0.1945
H 5.854 2.760 0.899 0.0740
H 5.522 3.993 -0.323 0.0789
H 6.631 2.737 -0.695 0.0742
H 4.864 0.966 -0.511 0.0841
H 4.681 2.099 -1.824 0.1103
H 2.438 1.655 -0.865 0.0788
H 2.886 3.309 -0.537 0.1182
C -0.233 3.437 -0.532 -0.0764
C -0.800 2.194 0.190 -0.2468
C -1.143 2.440 1.646 -0.2006
C -1.973 3.622 1.904 -0.2240
N -2.601 4.561 2.115 0.1615
H -1.008 4.201 -0.605 0.0818
H 0.040 3.137 -1.544 0.0583
H 0.604 3.919 -0.026 0.0740
H -0.075 1.376 0.249 0.0683
H -1.635 1.806 -0.395 0.1067
H -0.276 2.626 2.287 0.1108
H -1.635 1.590 2.126 0.0974
C -2.404 -1.416 0.798 -0.1021
C -3.504 -0.877 1.718 -0.2419
C -4.854 -1.517 1.392 -0.1909
C -5.061 -2.928 1.702 -0.2252
N -5.264 -4.032 1.945 0.1497
H -1.486 -0.840 0.922 0.0463
H -2.660 -1.356 -0.264 0.0713
H -2.256 -2.481 0.981 0.0670
H -3.676 0.201 1.704 0.1033
H -3.110 -1.041 2.724 0.1120
H -5.046 -1.314 0.336 0.1227
H -5.670 -0.988 1.890 0.1245
C 1.374 -0.229 5.356 -0.0924
C 0.639 0.345 4.141 -0.2515
C 0.703 -0.537 2.884 -0.1723
C 1.956 -1.211 2.577 -0.2012
N 2.947 -1.740 2.336 0.0787
H 1.372 0.445 6.210 0.0807
H 2.402 -0.492 5.095 0.0698
H 0.976 -1.186 5.702 0.0798
H 1.089 1.306 3.896 0.0657
H -0.395 0.534 4.430 0.1116
H 0.403 0.107 2.055 0.0768
H -0.078 -1.296 2.977 0.1253
C -1.678 0.345 -4.727 -0.1013
C -1.074 0.558 -3.370 -0.2691
C 0.447 0.710 -3.314 -0.1843
C 1.135 -0.410 -3.939 -0.2309
N 1.650 -1.283 -4.479 0.1656
H -1.270 -0.547 -5.208 0.0701
H -1.459 1.178 -5.397 0.0878
H -2.757 0.216 -4.656 0.0850
H -1.282 -0.272 -2.691 0.0806
H -1.583 1.433 -2.960 0.1082
H 0.756 0.843 -2.279 0.0682
H 0.693 1.623 -3.862 0.1307
```

Summary:
- E_HOMO: -13.51 eV
- E_LUMO: -4.65 eV
- Total charge: +1
- Spin multiplicity: 1
- Frontier orbital gap: 8.85 eV